(1)
# C12H19ClINO2OsP

A structure of composition C12H19ClINO2OsP (ωB97M-V/def2-TZVPD, the OMol25 dataset).

```
38
Properties=species:S:1:pos:R:3:forces:R:3
C -2.321393 1.789529 -4.260963 0.6 -0.9 -0.6
C -1.836113 0.719684 -3.323080 -2.1 -3.1 0.6
H -3.019625 1.430692 -5.016857 0.1 -0.5 0.1
H -1.499568 2.270373 -4.768170 0.6 0.2 -0.1
H -2.811697 2.541005 -3.703646 -0.4 0.9 0.8
O -2.084190 -0.496517 -3.306602 0.8 3.4 -0.6
I -3.215728 2.368588 -0.840254 -0.2 0.0 0.1
Os -1.236195 0.777297 -1.288660 3.7 2.6 0.3
P 0.884805 -0.392261 -1.856167 2.3 -1.4 -2.9
C 1.127245 -2.201582 -1.744520 -0.9 -0.3 0.9
C 0.971019 -0.273530 -3.733551 -0.7 0.4 0.4
H 2.725626 1.157473 -1.275738 0.2 -0.3 -0.1
H 3.312159 -0.175692 -2.259603 -0.4 -0.3 -0.1
H 2.955047 -0.426357 -0.542362 -0.1 -0.1 0.0
C 2.628948 0.085355 -1.447180 -0.3 0.9 1.0
H 0.991897 0.778683 -4.050519 0.2 -0.3 0.0
H 1.878727 -0.798734 -4.075767 -0.4 0.3 0.3
H 1.779498 -2.539775 -2.559597 -0.1 0.3 0.2
H 0.175039 -2.738884 -1.805281 0.2 -0.1 -0.1
H 0.080872 -0.754540 -4.170196 0.6 0.0 0.1
H 1.603969 -2.439754 -0.784829 -0.2 -0.1 -0.2
C -1.735425 -0.895200 -0.633897 -2.6 -6.5 2.8
O -2.000989 -1.909004 -0.093345 1.4 4.6 -2.5
Cl 0.627511 2.331852 -1.350223 -1.7 0.4 -0.2
C -1.116477 2.307351 5.392428 -0.9 -0.8 -1.6
C -1.008171 1.787303 3.974127 -1.3 0.8 2.0
C 0.172579 1.903748 3.225144 2.7 0.4 -0.8
C 0.287601 1.482987 1.899116 0.6 0.3 0.0
N -0.730376 0.927965 1.188079 0.1 0.6 1.2
C -1.839348 0.698320 1.921245 -1.0 0.7 1.8
C -2.061151 1.173037 3.243498 -1.0 -1.4 -2.0
H -0.433573 1.774716 6.054575 0.6 -0.2 0.1
H -0.815545 3.356211 5.454910 0.5 0.3 -0.2
H -2.109218 2.229911 5.832957 -0.1 -0.2 -0.3
H 1.043399 2.365425 3.730598 -0.4 -0.3 -0.6
H 1.228828 1.638863 1.373635 -0.3 0.0 0.1
H -2.647748 0.200945 1.411723 -0.2 -0.1 0.2
H -3.070539 1.021617 3.627769 0.3 0.1 0.2
```
Positions in Å, forces in eV/Å.

Computed properties:
* M: 592.9 g/mol
* 2S+1: 5
* LUMO energy (spin up / spin down): -11.2 / -15.3 eV
* HOMO-LUMO gap (spin up / spin down): 8.4 / 4.3 eV
* HOMO (spin up / spin down): -0.719 / -0.720 hartree
* charge: +3

Partial charges, Löwdin, in e: number 1, C, carries 0.005; number 2, C, carries -0.442; number 3, H, carries 0.131; number 4, H, carries 0.119; number 5, H, carries 0.030; number 6, O, carries 0.105; number 7, I, carries 0.823; number 8, Os, carries 0.750; number 9, P, carries 0.709; number 10, C, carries -0.214; number 11, C, carries -0.215; number 12, H, carries -0.009; number 13, H, carries 0.085; number 14, H, carries 0.061; number 15, C, carries -0.242; number 16, H, carries 0.057; number 17, H, carries 0.082; number 18, H, carries 0.083; number 19, H, carries 0.057; number 20, H, carries 0.049; number 21, H, carries 0.069; number 22, C, carries -0.374; number 23, O, carries 0.190; number 24, Cl, carries 0.143; number 25, C, carries 0.071; number 26, C, carries -0.091; number 27, C, carries 0.095; number 28, C, carries -0.050; number 29, N, carries 0.004; number 30, C, carries -0.131; number 31, C, carries 0.118; number 32, H, carries 0.145; number 33, H, carries 0.143; number 34, H, carries 0.115; number 35, H, carries 0.172; number 36, H, carries 0.115; number 37, H, carries 0.083; number 38, H, carries 0.158

=====

(2)
# C26H38NOS3Si2V

A structure of composition C26H38NOS3Si2V (ωB97M-V/def2-TZVPD, the OMol25 dataset).

```
72
Properties=species:S:1:pos:R:3:forces:R:3
V -0.514930 0.497532 -0.761770 0.7 -0.1 -1.0
C 0.982846 -4.286131 2.289813 0.0 0.0 0.0
C -0.295473 -3.950075 3.071999 0.0 0.1 0.0
C -1.516885 -4.456204 2.290964 0.0 0.0 0.0
C -0.247644 -4.671934 4.418646 0.0 0.0 0.0
C -0.397539 -2.430628 3.232122 0.0 0.0 0.0
C -0.389079 -1.800087 4.486397 0.0 0.0 0.0
C -0.506428 -0.426429 4.622931 0.0 0.0 0.0
C -0.630949 0.336733 3.472131 0.0 0.1 0.1
S -0.824768 2.059346 3.291793 0.0 0.2 0.2
C -0.883018 1.895127 1.589101 -0.1 -0.2 -0.1
N -0.749448 0.650126 1.167607 0.0 -0.2 1.7
C -0.619511 -0.264900 2.219343 0.0 0.3 -0.3
C -0.505711 -1.641124 2.094324 0.0 0.0 -0.1
C -1.103291 2.936968 0.589804 -0.1 -0.1 -0.1
C -1.369334 4.269405 0.891528 0.0 -0.1 0.2
C -1.621959 5.149656 -0.144919 0.0 0.0 0.0
C -1.627563 4.680676 -1.455592 0.0 0.0 0.0
C -1.360482 3.344437 -1.739761 0.1 0.0 0.1
C -1.063985 2.432113 -0.726020 -0.5 1.0 -0.1
H 1.089161 -5.369940 2.193095 0.0 0.0 0.0
H 1.865902 -3.897920 2.802638 0.0 0.0 0.0
H 0.957490 -3.860977 1.282872 0.0 0.0 0.1
H -1.479483 -5.545325 2.207029 0.0 0.0 0.0
H -1.552464 -4.043950 1.280287 0.0 0.0 0.1
H -2.443878 -4.182422 2.800143 0.0 0.0 0.0
H -0.198862 -5.748193 4.246290 0.0 0.0 0.0
H -1.138878 -4.470557 5.017702 0.0 0.0 0.0
H 0.634047 -4.389834 4.998588 0.0 0.0 0.0
H -0.294701 -2.391326 5.386237 0.0 0.0 0.0
H -0.502779 0.033272 5.602878 0.0 0.0 0.0
H -0.521677 -2.079515 1.102769 0.0 0.0 0.0
H -1.383722 4.612632 1.921304 0.0 0.0 0.0
H -1.827608 6.192482 0.062182 0.0 0.0 0.0
H -1.845105 5.369512 -2.263920 0.0 0.0 0.0
H -1.394076 3.011739 -2.770243 0.0 0.0 0.0
C 2.348107 3.286218 -0.082595 0.0 0.1 0.1
Si 2.424052 2.127944 -1.554545 -0.1 0.0 0.1
C 4.259113 1.842067 -1.816458 0.2 0.0 -0.1
C 1.760357 2.963598 -3.101211 -0.1 0.1 -0.1
C 1.496352 0.559240 -1.195350 0.0 -0.4 -0.1
Si 1.692526 -0.828611 -2.432030 0.1 -0.1 0.1
C 0.792002 -0.426135 -4.019422 0.0 0.0 -0.2
C 0.996119 -2.392439 -1.640589 -0.1 0.0 0.0
C 3.456548 -1.275475 -2.869712 0.2 0.0 0.0
H 2.617793 4.304332 -0.384767 0.0 -0.1 0.0
H 3.059362 2.968478 0.687743 -0.1 0.0 0.0
H 1.353572 3.329653 0.364930 0.1 0.1 0.0
H 4.782394 2.805436 -1.817115 0.0 -0.1 0.0
H 4.467536 1.352820 -2.769813 0.0 0.0 0.1
H 4.690781 1.227585 -1.019853 0.0 0.0 -0.1
H 1.537056 4.018280 -2.912927 0.0 -0.1 0.0
H 0.839173 2.488152 -3.443878 0.0 0.1 0.0
H 2.488099 2.914167 -3.916732 0.0 0.0 0.0
H 1.876118 0.172315 -0.225990 0.0 0.0 -0.1
H -0.217010 -0.051945 -3.840349 0.0 0.0 0.0
H 0.703281 -1.319906 -4.645371 0.0 0.1 0.0
H 1.340087 0.330956 -4.589382 0.0 -0.1 0.0
H -0.083084 -2.355337 -1.459517 0.0 0.0 0.0
H 1.500681 -2.572236 -0.685054 0.0 0.0 0.0
H 1.175367 -3.259030 -2.284108 0.0 0.0 0.0
H 3.904924 -0.547542 -3.549462 0.0 -0.1 0.0
H 3.480788 -2.253188 -3.363047 0.0 0.1 0.0
H 4.083495 -1.329823 -1.974210 0.0 0.0 -0.1
C -5.635880 0.750184 -0.723647 0.0 0.0 0.1
O -4.361120 0.097436 -0.759567 0.0 0.1 0.1
C -3.579869 0.298788 -1.816695 -0.1 -0.1 -0.3
S -3.960734 1.257664 -3.083730 0.1 0.0 0.0
S -2.159195 -0.748234 -1.732655 -0.4 -0.4 -0.3
H -6.014009 0.581862 0.280014 0.0 0.0 0.0
H -6.299654 0.306076 -1.463051 0.0 0.0 -0.1
H -5.533330 1.812391 -0.930161 0.0 0.0 0.0
```
Positions in Å, forces in eV/Å.

Computed properties:
* M: 583.9 g/mol
* 2S+1: 3
* LUMO energy (spin up / spin down): -0.9 / -0.8 eV
* energy relative to the best compared isomer or geometry (same formula, charge and spin): 28.4 kJ/mol
* HOMO-LUMO gap (spin up / spin down): 6.8 / 7.3 eV
* HOMO (spin up / spin down): -0.280 / -0.297 hartree
* charge: 0

Partial charges, Löwdin, in e: number 1, V, carries 0.555; number 2, C, carries -0.037; number 3, C, carries -0.556; number 4, C, carries -0.040; number 5, C, carries -0.070; number 6, C, carries -0.151; number 7, C, carries -0.016; number 8, C, carries -0.063; number 9, C, carries -0.444; number 10, S, carries 1.165; number 11, C, carries -0.496; number 12, N, carries -0.035; number 13, C, carries -0.253; number 14, C, carries 0.050; number 15, C, carries -0.274; number 16, C, carries -0.047; number 17, C, carries -0.074; number 18, C, carries -0.060; number 19, C, carries -0.109; number 20, C, carries -0.173; number 21, H, carries 0.089; number 22, H, carries 0.094; number 23, H, carries 0.064; number 24, H, carries 0.088; number 25, H, carries 0.080; number 26, H, carries 0.094; number 27, H, carries 0.086; number 28, H, carries 0.089; number 29, H, carries 0.087; number 30, H, carries 0.103; number 31, H, carries 0.113; number 32, H, carries 0.106; number 33, H, carries 0.105; number 34, H, carries 0.104; number 35, H, carries 0.107; number 36, H, carries 0.085; number 37, C, carries -0.164; number 38, Si, carries 0.397; number 39, C, carries -0.191; number 40, C, carries -0.169; number 41, C, carries -0.447; number 42, Si, carries 0.364; number 43, C, carries -0.178; number 44, C, carries -0.189; number 45, C, carries -0.184; number 46, H, carries 0.037; number 47, H, carries 0.035; number 48, H, carries 0.004; number 49, H, carries 0.034; number 50, H, carries 0.010; number 51, H, carries 0.035; number 52, H, carries 0.031; number 53, H, carries 0.008; number 54, H, carries 0.033; number 55, H, carries 0.032; number 56, H, carries 0.001; number 57, H, carries 0.040; number 58, H, carries 0.031; number 59, H, carries -0.030; number 60, H, carries 0.024; number 61, H, carries 0.039; number 62, H, carries 0.019; number 63, H, carries 0.034; number 64, H, carries 0.037; number 65, C, carries -0.103; number 66, O, carries -0.231; number 67, C, carries -1.260; number 68, S, carries 0.676; number 69, S, carries 0.619; number 70, H, carries 0.090; number 71, H, carries 0.088; number 72, H, carries 0.066

=====

(3)
# C4H10N3

The ion C4H10N3 with charge +1 (ωB97M-V/def2-TZVPD, the OMol25 dataset).

```
17
Properties=species:S:1:pos:R:3:forces:R:3
C -2.015142 0.313525 0.170925 2.2 -1.3 0.8
C -3.423396 0.095998 0.059626 -1.3 0.0 -0.2
C 1.032001 -1.056711 -0.155148 0.6 0.5 -0.6
C 1.865254 0.105504 -0.764303 -0.1 -0.2 -0.1
N 0.205305 -0.394661 0.851876 1.2 -0.8 1.0
N -0.960161 -0.035985 0.522452 -2.5 1.4 -1.0
N 2.257081 0.954751 0.363174 0.5 0.2 0.0
H -3.902193 0.277318 1.026725 0.1 0.0 -0.1
H -3.569168 -0.964288 -0.191688 0.0 0.2 0.0
H -3.891264 0.716935 -0.701725 0.0 0.0 0.1
H 0.434534 -1.571241 -0.902776 0.0 -0.1 0.1
H 1.678175 -1.763698 0.367303 -0.1 0.0 -0.1
H 2.709513 -0.268653 -1.351735 -0.1 0.0 0.1
H 1.225563 0.697016 -1.429344 0.1 -0.1 0.1
H 3.113214 0.626793 0.797231 0.0 0.1 -0.1
H 0.843812 0.347192 1.248385 -0.6 0.2 0.0
H 2.396878 1.920206 0.089020 0.0 -0.1 0.0
```
Positions in Å, forces in eV/Å.

Computed properties:
* M: 100.1 g/mol
* SMILES: CC#[N+]NCCN
* 2S+1: 1
* LUMO energy: -3.6 eV
* energy relative to the best compared isomer or geometry (same formula, charge and spin): 292.9 kJ/mol
* HOMO-LUMO gap: 10.5 eV
* HOMO: -0.519 hartree
* charge: +1

Partial charges, Löwdin, in e: number 1, C, carries 0.067; number 2, C, carries -0.005; number 3, C, carries -0.121; number 4, C, carries -0.219; number 5, N, carries -0.001; number 6, N, carries 0.114; number 7, N, carries -0.008; number 8, H, carries 0.116; number 9, H, carries 0.120; number 10, H, carries 0.099; number 11, H, carries 0.127; number 12, H, carries 0.127; number 13, H, carries 0.121; number 14, H, carries 0.119; number 15, H, carries 0.103; number 16, H, carries 0.144; number 17, H, carries 0.100